22
Properties=species:S:1:pos:R:3:lowdin_charge:R:1 method="wB97M-V/def2-TZVPD" total_charge=-1 energy_ha=-403.91081 e_homo_ev=-3.5 e_above_lowest_kcal_mol=152.96 gap_ha=0.1778
C -2.09 0.87 -0.13 -0.38
O -3.16 0.00 -0.34 -0.15
C -0.69 0.40 -0.68 -0.38
C -0.22 -0.96 -0.10 -0.40
C 0.26 -0.96 1.40 -0.08
C 0.95 -1.38 -0.98 -0.11
N 0.46 1.37 -0.72 0.01
H -2.34 1.87 -0.64 0.13
H -2.01 1.09 1.00 0.03
H -0.91 0.29 -1.76 0.13
H -1.01 -1.62 -0.11 0.09
H 0.65 -1.98 1.56 0.07
H 1.14 -0.34 1.59 0.04
H -0.66 -0.74 1.99 0.06
H 1.29 -2.35 -0.66 0.05
H 1.61 -0.43 -1.24 0.09
H 0.52 -1.54 -2.11 0.10
H -1.17 1.49 1.69 0.26
H 1.19 1.15 0.09 0.01
H 3.35 0.60 -0.07 -0.14
H 0.16 2.29 -0.34 0.05
O 2.68 0.88 0.53 -0.50